Entry 1:
Formula: C3H28N2O11
Source: the Open Molecules 2025 dataset
Level of theory: ωB97M-V/def2-TZVPD

Values from the calculation:
**F_max**: 0.162 hartree/bohr
**Structure (SMILES)**: NCCNC=O.O.O.O.O.O.O.O.O.O.O
**Frontier orbital gap**: 9.5 eV
**Lowest unoccupied orbital energy**: 0.3 eV

Geometry (Å):
O -0.629 -0.112 -2.645
O -1.302 -2.824 -2.570
O 1.178 -2.503 -2.086
O 2.613 1.926 1.198
O 1.661 -1.057 3.295
O -3.583 0.835 0.226
O -2.552 -1.022 1.659
O 0.295 1.076 2.118
O 2.534 -0.776 0.422
O -1.298 -2.934 0.681
O 1.597 -3.093 1.457
N -1.604 1.922 0.251
N 1.028 3.104 -1.880
C -0.693 3.022 -0.180
C -0.393 3.008 -1.628
C -2.961 1.892 0.033
H 2.872 2.028 0.286
H -1.253 1.087 0.379
H 1.326 -3.484 2.235
H 1.944 -1.268 -0.115
H -3.620 2.748 -0.164
H 1.623 -3.274 -2.478
H 0.788 -2.807 1.087
H 1.058 1.198 1.633
H 2.940 -1.498 0.880
H -1.862 -0.328 1.970
H 0.531 0.659 3.016
H -2.003 -2.396 1.019
H -2.222 -2.733 -2.367
H 1.571 2.218 -1.749
H -0.828 2.038 -2.061
H 1.747 -1.581 2.567
H 3.150 1.200 1.334
H 2.283 -0.274 3.389
H -3.126 -0.542 1.039
H 1.366 3.596 -1.139
H -0.784 3.741 -2.224
H 1.370 -1.799 -2.587
H -0.614 -1.105 -2.839
H -0.788 -2.940 -1.643
H 0.245 2.747 0.462
H -1.056 0.244 -3.347
H -1.549 -3.886 0.807
H -0.999 3.945 0.260

Entry 2:
Formula: C3H28NO10
Source: the Open Molecules 2025 dataset
Level of theory: ωB97M-V/def2-TZVPD

Values from the calculation:
**Total charge**: +1
**F_max**: 0.080 hartree/bohr
**Frontier orbital gap**: 11.0 eV
**Lowest unoccupied orbital energy**: -2.4 eV

Geometry (Å):
O -3.137 -1.162 0.199
O -0.071 -0.715 2.936
O -1.826 0.769 1.540
O 2.467 -1.073 2.305
O -2.208 -0.696 -2.274
O -0.976 -2.491 1.113
O 0.450 2.028 1.664
O 2.980 -0.092 -0.157
O 2.649 2.559 0.253
O 1.157 2.813 -1.953
N -0.688 1.041 -0.881
C -0.473 -2.366 -2.675
C -0.816 -0.887 -2.491
C -0.166 -0.342 -1.188
H -2.718 -1.133 -2.961
H -4.025 -1.430 0.199
H 2.910 0.882 -0.071
H -1.859 -2.208 0.919
H 1.152 3.609 -2.377
H -0.799 -2.940 -1.789
H -0.689 -1.956 1.818
H 3.823 -0.315 -0.492
H 1.876 2.391 0.862
H -2.457 0.157 1.147
H -0.362 -1.064 -0.311
H -0.657 1.223 0.193
H -0.217 2.588 2.027
H 3.261 3.180 0.737
H 1.820 2.769 -1.240
H -0.520 -0.261 -3.317
H 0.886 -0.892 2.789
H -1.023 -2.747 -3.588
H 0.589 -2.527 -2.777
H -0.125 1.776 -1.382
H -0.158 -0.901 3.886
H -2.831 -1.056 -0.650
H -1.665 1.170 -1.112
H 2.758 -1.986 2.267
H 0.460 1.258 2.268
H -1.297 0.229 2.149
H 2.640 -0.731 1.397
H 0.902 -0.331 -1.314